No. 1
The following is a DFT calculation (wB97M-V/def2-TZVPD) of a 7-piece molecular cluster, C34H80N4O7 overall.

Cartesian coordinates (Å):
C: 3.5950 3.9700 1.7070
O: 2.3649 3.9373 2.3976
H: 3.9582 4.9744 1.4895
H: 4.4110 3.4560 2.2150
H: 3.4327 3.5892 0.6987
H: 1.9711 3.1446 2.0260
C: 0.5486 1.2818 0.0245
O: 0.8719 1.7866 1.3251
H: 0.4533 0.1998 0.1150
H: -0.4225 1.7523 -0.1292
H: 1.2803 1.6618 -0.6884
H: 0.3098 1.4491 2.0263
C: -1.4628 3.5072 3.2162
O: -2.0216 2.4095 2.5138
H: -1.3792 4.2379 2.4118
H: -2.1031 3.8821 4.0146
H: -0.5012 3.3078 3.6893
H: -2.8978 2.4291 2.1222
C: 2.2791 -2.6036 -1.4879
C: 3.6713 -3.2228 -1.5450
C: 3.8240 -4.6307 -1.0836
O: 3.3415 -4.7962 0.3266
C: 3.5041 -6.1788 0.6891
N: 4.0227 -3.1919 -2.9264
H: 1.6477 -3.1279 -0.7705
H: 1.7441 -2.6973 -2.4329
H: 2.3825 -1.5747 -1.1435
H: 4.3434 -2.6705 -0.8883
H: 4.8825 -4.8908 -1.0869
H: 3.2513 -5.3467 -1.6731
H: 3.0585 -6.3609 1.6671
H: 4.5565 -6.3739 0.8954
H: 3.1595 -6.8531 -0.0949
H: 3.7928 -2.3612 -3.4530
H: 4.9449 -3.5618 -3.1079
C: -3.5216 1.7655 -1.5953
C: -3.9824 0.2329 -1.5560
C: -2.7046 -0.4495 -1.8925
C: -2.4969 -1.8607 -1.3530
C: -2.6870 -1.7629 0.1402
C: -4.1669 -1.3500 0.4678
N: -4.4261 -0.0847 -0.1998
O: -5.6601 0.5644 0.0883
C: -5.2260 -2.4601 0.1975
C: -4.2495 -1.0954 1.9906
C: -5.0863 -0.1978 -2.5870
H: -4.3478 2.4510 -1.4068
H: -3.0858 1.9905 -2.5687
H: -2.9247 2.0858 -0.7414
H: -2.7333 -0.6190 -2.9689
H: -1.7941 0.1467 -1.8313
H: -1.5064 -2.2808 -1.5273
H: -3.2922 -2.5262 -1.6886
H: -2.0497 -1.0076 0.5999
H: -2.4096 -2.7212 0.5793
H: -5.0702 -2.9344 -0.7714
H: -5.3185 -3.2626 0.9293
H: -6.1998 -1.9859 0.0754
H: -4.0485 -0.0391 2.1689
H: -5.2445 -1.1683 2.4295
H: -3.5883 -1.7504 2.5581
H: -6.0958 0.0242 -2.2410
H: -5.2624 -1.2695 -2.6798
H: -4.9088 0.2244 -3.5761
H: -5.3236 1.1813 0.7424
C: 2.2910 2.1651 -8.1916
C: 2.2803 2.0390 -6.6243
C: 3.0205 3.3376 -6.0324
C: 2.7235 3.6276 -4.5919
C: 1.2557 3.5613 -4.2974
C: 0.4965 2.3064 -4.7658
N: 0.8608 1.9346 -6.1683
O: -0.0067 0.9445 -6.7344
C: 0.8709 1.2471 -3.6856
C: -1.0430 2.6384 -4.7202
C: 3.0835 0.7856 -6.3185
H: 1.6678 1.3491 -8.5574
H: 3.2924 2.1289 -8.6207
H: 1.8477 3.1454 -8.3662
H: 4.0824 3.0928 -6.0574
H: 2.7860 4.1929 -6.6660
H: 3.0841 4.6019 -4.2618
H: 3.2342 2.8331 -4.0477
H: 0.7663 4.4562 -4.6817
H: 1.1870 3.6389 -3.2123
H: 1.9201 1.3266 -3.4013
H: 0.2035 1.3132 -2.8263
H: 0.6806 0.2486 -4.0791
H: -1.3783 3.0462 -5.6738
H: -1.6450 1.8011 -4.3670
H: -1.3113 3.4560 -4.0511
H: 2.5871 -0.0215 -6.8575
H: 3.0978 0.5427 -5.2560
H: 4.1164 0.9157 -6.6414
H: -0.6529 1.5381 -7.1238
C: -0.1406 -1.8393 3.6990
C: 0.6569 -1.8168 5.0038
C: 1.7056 -0.6784 4.9380
C: 1.2004 0.7278 5.3137
C: 0.5473 0.6365 6.7446
C: -0.6167 -0.3656 6.6077
N: -0.1543 -1.7526 6.2018
O: -1.1839 -2.6384 6.2564
C: -0.9477 -0.5175 8.1189
C: -1.9230 0.1269 5.9105
C: 1.5982 -3.1752 4.9913
H: 0.4440 -1.9817 2.7901
H: -0.6068 -0.8848 3.4549
H: -0.9241 -2.5904 3.7998
H: 2.5747 -0.7860 5.5869
H: 2.2258 -0.7861 3.9862
H: 0.4305 1.0773 4.6258
H: 1.9911 1.4779 5.3033
H: 0.2972 1.6885 6.8814
H: 1.3258 0.4021 7.4707
H: -1.6469 -1.3528 8.1578
H: -0.0897 -0.7330 8.7557
H: -1.4925 0.3821 8.4053
H: -2.6258 -0.6860 6.0935
H: -2.2703 1.0906 6.2829
H: -1.8404 0.1881 4.8254
H: 2.6507 -2.9592 5.1748
H: 1.4811 -3.6665 4.0254
H: 1.3204 -3.8821 5.7731
H: -0.7892 -3.2732 6.8588

Net charge   -1
2S+1   2
HOMO level (spin up / spin down)   0.5 / -5.3 eV
⟨S²⟩   0.751

Löwdin atomic charge list, values in e, 2 entries: -0.192, -0.127

=====

No. 2
The following is a DFT calculation (wB97M-V/def2-TZVPD) of a 2-piece molecular cluster, C2H9N2O overall.

Cartesian coordinates (Å):
C: -1.4520 0.4018 -2.0423
N: 1.3179 -0.2805 0.2876
C: 0.2875 0.3821 -0.3392
N: -0.1855 -0.0521 -1.4439
H: -2.0634 0.8342 -1.2487
H: -1.9297 -0.4522 -2.5248
H: -1.2675 1.1500 -2.8094
H: 0.9825 -0.5960 1.2036
H: 2.1769 0.2480 0.3737
H: -0.1662 1.2539 0.1240
H: 0.1528 -0.9919 -1.6588
H: -0.8308 -0.1784 3.2166
H: 0.5559 -0.5058 3.7362
O: 0.0568 -0.4061 2.9131

Net charge   +1
HOMO level   -15.1 eV

Löwdin atomic charge list, values in e, 2 entries: 0.008, 0.101

=====

No. 3
The following is a DFT calculation (wB97M-V/def2-TZVPD) of one molecule with the formula C4H12OP2.

Cartesian coordinates (Å):
C: 1.3712 -1.3162 -0.8065
C: 1.1697 -0.4087 1.9236
C: -1.6704 1.2899 1.1762
C: -1.4027 0.3331 -1.6711
O: 1.7924 -1.0383 -2.0840
P: 0.9205 0.2580 0.1707
P: -1.2170 -0.1937 0.1142
H: 2.3008 -1.8605 -0.3380
H: 1.9950 -0.0965 -2.3451
H: 0.3862 -1.8906 -0.7249
H: 2.1278 0.0966 2.1317
H: 1.3023 -1.4357 2.0645
H: 0.4483 0.1605 2.4905
H: -0.7860 2.1018 1.1418
H: -2.5660 1.7369 0.9056
H: -1.8659 0.9059 2.1015
H: -1.6768 1.3650 -1.7523
H: -0.5139 0.2624 -2.3543
H: -2.1155 -0.2697 -2.1440

2S+1   3
HOMO level (spin up / spin down)   -4.2 / -9.3 eV
⟨S²⟩   2.007

Löwdin atomic charge list, values in e, 2 entries: -0.550, -0.333